No. 1
Density functional theory data (ωB97M-V/def2-TZVPD) for a 7-piece molecular cluster, C7H27ClNO7 overall in a non-equilibrium geometry.

Structure (XYZ):
```
43
Properties=species:S:1:pos:R:3:forces:R:3
Cl -11.404100 -19.533358 2.604976 -0.11 -0.08 0.29
C -6.448510 -23.831899 3.137541 0.34 -0.18 0.92
O -7.535341 -23.923413 2.275371 0.08 0.26 -0.34
C -8.627848 -23.089258 2.635035 -0.35 0.50 0.11
C -8.334446 -21.586194 2.773150 0.64 -0.49 -0.34
N -8.575702 -20.826684 1.532003 0.21 0.16 1.11
C -7.882992 -19.525981 1.577610 -0.84 0.48 -0.22
C -7.518370 -19.027316 0.191457 1.32 -0.88 0.33
O -8.580660 -18.400194 -0.445696 -0.21 0.52 -0.07
C -8.252522 -17.866825 -1.716758 0.25 -0.44 0.68
H -5.794170 -22.965612 2.993951 -0.08 0.05 -0.34
H -5.838702 -24.731527 3.050003 -0.04 -0.03 -0.25
H -6.760836 -23.781110 4.193621 -0.15 -0.04 -0.06
H -9.025514 -23.428057 3.601472 -0.05 -0.20 -0.07
H -9.368774 -23.221732 1.847969 -0.11 -0.12 0.11
H -7.274605 -21.507417 3.037017 -0.10 0.23 0.04
H -8.907636 -21.193552 3.620447 -0.07 0.07 -0.03
H -9.551724 -20.551707 1.663706 -0.05 -0.18 -0.58
H -6.992231 -19.517610 2.208204 0.13 -0.44 -0.12
H -8.554147 -18.782687 2.035012 0.13 0.07 -0.04
H -7.160113 -19.894359 -0.386537 -0.27 -0.05 -0.12
H -6.610501 -18.406400 0.287361 -0.36 0.58 -0.13
H -9.187365 -17.446980 -2.073550 0.14 -0.01 -0.47
H -7.831901 -18.664307 -2.342860 -0.38 0.07 -0.27
H -7.470103 -17.098874 -1.644369 -0.17 0.13 0.13
C -13.726567 -20.822451 5.577763 0.64 -0.12 -0.37
O -13.897969 -19.676077 4.768326 0.06 0.02 0.30
H -13.815688 -21.736314 4.980500 -0.29 -0.06 0.09
H -12.713316 -20.850577 5.997828 -0.10 0.06 0.19
H -14.443697 -20.814515 6.393728 -0.16 0.01 -0.03
H -13.068862 -19.582637 4.271523 -0.10 0.16 -0.31
O -14.118860 -21.122761 1.739936 0.14 -0.16 -0.01
H -14.678607 -20.343735 1.808723 0.06 0.02 0.05
H -13.254593 -20.815964 2.075785 -0.20 0.13 0.01
O -11.409346 -16.169631 3.232936 0.10 -0.03 0.24
H -11.290033 -17.133395 3.271063 -0.10 0.00 -0.26
H -11.791296 -15.943616 4.086257 -0.02 -0.05 -0.04
O -11.730557 -21.830317 0.011359 0.03 -0.18 0.15
H -12.672420 -21.846998 0.229157 0.06 0.14 0.01
H -11.342724 -21.304005 0.727375 -0.13 0.03 -0.23
O -11.700190 -17.981862 -0.263018 -0.08 0.00 0.00
H -11.980284 -18.443078 0.546127 0.19 0.12 -0.16
H -10.739980 -18.083476 -0.249770 -0.02 -0.10 0.11
```
Forces are in eV/Å.

As for the net charge: -1. The calculation puts the frontier orbital gap at 9.2 eV. The energy comes out at -36043.9021 eV.

Löwdin population analysis, charges in e, atoms 1 to 8:
1. Cl 0.063
2. C -0.159
3. O -0.178
4. C -0.200
5. C -0.223
6. N -0.049
7. C -0.214
8. C -0.264


No. 2
Density functional theory data (ωB97M-V/def2-TZVPD) for C44H41GeN3O4S2SiV as an isolated structure in a non-equilibrium geometry.

Structure (XYZ):
```
97
Properties=species:S:1:pos:R:3:forces:R:3
V 0.810379 0.635991 -0.635243 0.23 -1.33 -0.03
O 2.150616 4.518985 1.344106 0.05 -0.09 0.26
C 2.210542 3.619950 0.353132 -0.18 -0.35 -0.22
O 1.792285 3.849734 -0.753948 -0.19 0.02 -0.13
C 2.964125 2.376827 0.696909 0.09 -0.28 0.09
C 4.124392 2.573595 1.366470 -0.03 0.02 0.07
C 5.087938 1.514784 1.447448 0.22 0.00 0.11
C 4.806834 0.327569 0.891691 0.11 0.05 -0.01
C 3.516452 0.111949 0.288167 -0.30 0.28 -0.29
N 2.579491 1.168594 0.132748 0.64 0.73 0.06
C 3.079776 -1.090039 -0.124046 -0.24 0.06 0.17
O 3.714462 -2.275384 -0.184147 0.19 -0.28 0.03
O 1.746105 -1.214766 -0.421739 0.28 -0.19 -0.05
H 1.688025 5.290395 0.990997 -0.02 0.10 -0.11
H 4.329933 3.548079 1.784822 0.05 -0.04 -0.06
H 6.038963 1.684338 1.937529 -0.05 0.00 -0.01
H 5.519851 -0.487747 0.932023 -0.03 0.02 0.02
H 4.663614 -2.128245 -0.256456 -0.01 -0.05 -0.05
C 3.468823 1.644943 -2.725226 -0.06 -0.03 -0.03
C 2.636804 0.574964 -3.368268 -0.28 -0.03 0.05
C 3.101241 0.076848 -4.608901 0.08 -0.03 0.00
C 2.377485 -0.841974 -5.293029 -0.01 -0.03 -0.10
C 1.152537 -1.296425 -4.765261 0.02 0.04 0.13
C 0.353174 -2.227111 -5.460611 0.04 -0.05 -0.07
C -0.832801 -2.634311 -4.920804 -0.06 -0.03 0.02
C -1.254993 -2.123417 -3.685120 0.00 -0.03 -0.01
C -0.498982 -1.215132 -2.972712 0.04 0.06 0.10
S -1.106691 -0.570212 -1.481130 -0.42 -0.14 -0.01
C 0.743879 -0.780870 -3.510615 0.14 -0.06 -0.06
N 1.504258 0.146763 -2.818568 0.09 0.35 -0.08
H 4.043128 2.165731 -3.491287 -0.03 -0.02 0.00
H 4.177270 1.209012 -2.019969 0.00 0.01 0.04
H 2.853337 2.363904 -2.199262 -0.06 0.11 0.11
H 4.035242 0.456401 -5.001218 -0.02 0.01 0.02
H 2.712334 -1.218709 -6.254109 0.00 0.00 0.06
H 0.699692 -2.605579 -6.416291 -0.01 0.03 0.06
H -1.453921 -3.351461 -5.444892 0.01 0.03 0.04
H -2.202293 -2.435894 -3.263426 0.03 -0.03 -0.02
C -1.518808 4.271399 3.088671 0.14 -0.16 -0.03
Si -2.473465 4.563767 1.510208 -0.06 0.15 0.00
C -4.235170 3.976787 1.763270 -0.07 -0.03 0.01
C -2.441405 6.411706 1.172139 -0.06 0.09 -0.07
C -1.781160 3.751761 -0.050999 0.11 -0.22 0.02
C -2.158826 4.248587 -1.293882 -0.02 0.00 0.16
C -1.711346 3.672431 -2.481318 -0.10 0.13 -0.07
C -0.844307 2.612769 -2.404221 0.17 -0.09 0.04
N -0.444062 2.124200 -1.228091 -0.18 1.33 -0.28
C -0.912288 2.641793 -0.079504 -0.01 0.38 -0.15
S -0.225107 1.763394 1.241508 -0.19 0.00 0.03
H -1.889033 4.959125 3.857331 0.01 -0.05 -0.07
H -0.443031 4.428284 2.970136 -0.07 0.01 0.02
H -1.660909 3.246719 3.441589 0.03 0.07 0.00
H -4.856327 4.767304 2.195957 0.04 -0.07 0.00
H -4.240624 3.124626 2.449204 -0.04 0.01 -0.07
H -4.698429 3.650940 0.828327 0.02 0.06 0.05
H -2.732917 6.959277 2.074336 0.01 -0.03 -0.08
H -3.126810 6.707442 0.370989 0.07 -0.01 0.08
H -1.436791 6.742664 0.888488 -0.08 -0.02 0.03
H -2.821643 5.108779 -1.347319 0.03 -0.08 -0.01
H -2.029287 4.048081 -3.444350 0.04 0.00 0.03
H -0.449032 2.130443 -3.289031 0.02 -0.05 0.01
C 0.879689 -0.873672 0.676264 -0.70 -0.39 0.40
Ge -0.543436 -2.217333 1.048257 0.31 -0.01 0.20
C 0.023365 -3.153594 2.698604 0.04 -0.02 0.03
C -0.855087 -4.113779 3.212126 0.08 0.04 0.01
C -0.547298 -4.829532 4.360450 0.02 0.03 -0.02
C 0.653396 -4.594750 5.023031 -0.02 0.03 -0.06
C 1.534803 -3.642732 4.531841 -0.02 -0.02 0.00
C 1.219850 -2.930465 3.377672 -0.02 0.00 -0.06
C -0.576564 -3.633234 -0.296604 -0.06 0.07 -0.02
C -1.758454 -4.203706 -0.768123 -0.02 0.06 0.05
C -1.730610 -5.227410 -1.707204 -0.03 -0.02 -0.02
C -0.517244 -5.684024 -2.202870 0.09 0.02 0.03
C 0.668952 -5.133239 -1.731549 -0.08 0.03 0.05
C 0.639788 -4.124401 -0.774750 -0.11 -0.13 -0.07
C -2.186306 -1.344523 1.659505 0.03 -0.03 -0.18
C -2.097960 -0.666674 2.876279 -0.11 -0.05 0.01
C -3.200884 -0.014066 3.409529 -0.01 0.00 -0.03
C -4.414429 -0.038043 2.732548 0.02 -0.04 0.00
C -4.515222 -0.705776 1.519364 0.02 -0.01 0.00
C -3.406405 -1.353819 0.986447 0.06 0.06 -0.01
H 1.443696 -0.640755 1.577038 0.26 0.09 -0.07
H -1.797726 -4.301941 2.703196 0.04 -0.01 0.06
H -1.242129 -5.568194 4.743637 0.03 0.02 -0.03
H 0.898479 -5.153340 5.918420 -0.01 0.02 -0.02
H 2.468591 -3.452468 5.048941 -0.02 -0.01 -0.03
H 1.926894 -2.192417 3.007130 -0.03 -0.07 0.05
H -2.716187 -3.852485 -0.394174 0.08 -0.05 -0.06
H -2.658871 -5.671936 -2.051289 0.05 0.05 0.01
H -0.491310 -6.475049 -2.943764 -0.02 0.03 0.03
H 1.621769 -5.496323 -2.099442 -0.03 0.01 0.00
H 1.576505 -3.734497 -0.398023 0.00 0.03 -0.03
H -1.157269 -0.650234 3.418095 -0.05 0.00 0.01
H -3.115117 0.513157 4.353135 0.00 -0.03 -0.03
H -5.284094 0.453278 3.154487 0.05 0.02 -0.03
H -5.456756 -0.715972 0.982167 0.03 -0.02 0.03
H -3.488952 -1.850408 0.026424 -0.01 0.08 0.03
```
Forces are in eV/Å.

The spin multiplicity is 2. As for the expectation value of S²: 0.897. As for the net charge: 0. The calculation puts the frontier orbital gap (spin up / spin down) at 5.9 / 6.9 eV. The energy comes out at -170707.7709 eV.

Löwdin population analysis, charges in e, atoms 1 to 8:
1. V 0.574
2. O 0.111
3. C -0.515
4. O 0.100
5. C -0.213
6. C -0.007
7. C -0.061
8. C -0.015


No. 3
Density functional theory data (ωB97M-V/def2-TZVPD) for a 13-piece molecular cluster, C3H31NO14 overall in a non-equilibrium geometry.

Structure (XYZ):
```
49
Properties=species:S:1:pos:R:3:forces:R:3
C -0.890786 0.042734 0.649525 1.05 0.94 -0.17
C -0.260773 -1.004955 -0.296077 0.40 -0.88 1.74
C 1.067011 -1.383043 0.338370 1.34 -0.12 -0.23
O 1.235007 -2.712421 0.585379 -1.02 0.06 -0.60
O 1.973268 -0.639208 0.630453 -0.16 0.48 -0.09
N -1.631100 1.082038 -0.083732 0.38 -1.05 -0.18
H -0.054089 0.529382 1.196874 -0.40 -0.03 -0.43
H -1.495831 -0.392501 1.421613 0.31 -0.30 -0.46
H -0.113648 -0.638575 -1.314952 0.07 -0.15 0.19
H -0.760939 -1.972722 -0.253658 -0.78 0.36 -0.56
H 2.161042 -2.857431 0.802172 0.23 0.18 0.26
H -2.125546 1.611662 0.624633 -0.24 0.22 -0.36
H -2.311293 0.559523 -0.643080 -0.36 0.66 0.05
H 4.076787 1.596798 -0.774569 0.30 -0.31 0.21
H 4.680823 0.250957 -1.246483 -0.03 -0.18 0.31
O 4.368258 1.103651 -1.543499 -0.09 0.42 -0.58
H 1.904154 3.391687 1.924395 -0.12 0.39 -0.08
H 0.827662 3.907981 2.936576 0.71 -0.23 -0.28
O 1.676071 3.432167 2.865072 -0.68 0.32 0.52
H 2.670289 2.088959 0.542421 -0.42 0.16 0.73
H 2.817290 3.065481 -0.483378 -0.42 0.99 -0.11
O 2.691693 3.062863 0.475653 0.67 -1.48 -1.02
H -1.540784 -0.542301 4.385777 0.00 -0.04 0.12
H -0.508577 -0.130582 3.329874 -0.07 0.32 0.37
O -1.342585 -0.621385 3.448985 0.21 0.12 0.16
H -0.004501 -0.020177 -4.584647 -0.12 -0.32 0.11
H 0.540867 -1.319623 -5.043509 -0.74 0.19 -0.09
O -0.323032 -0.872456 -4.929699 0.82 -0.41 0.11
H -1.445156 -1.730796 -3.190062 -0.17 0.39 0.42
H -2.701399 -1.803763 -3.908925 -0.24 0.35 0.77
O -2.391234 -1.585429 -3.003347 0.38 -0.79 -1.36
H 0.446051 2.383178 -2.346236 -0.19 0.26 -0.07
H -0.084367 1.325110 -1.403226 0.07 0.50 0.27
O 0.745850 1.656888 -1.801064 0.01 -0.19 0.28
H 1.420018 1.392586 3.402437 0.23 0.42 -0.08
H 0.230945 1.974587 4.125522 0.05 0.24 0.01
O 0.689135 1.149372 3.972197 -0.29 -0.91 0.20
H -2.626093 -1.088574 2.029508 -0.72 -0.59 0.10
H -3.186425 -2.450734 2.278854 0.12 -0.59 0.25
O -3.236184 -1.741905 1.642705 -0.14 0.77 -0.29
H -3.839531 -0.777080 -1.967787 0.22 1.01 -0.31
H -4.389015 -0.309403 -0.712063 -0.31 0.47 0.39
O -4.120431 0.073978 -1.556484 0.07 -1.48 0.13
H 0.750666 1.732268 -4.815797 0.55 0.64 0.38
H 1.955935 1.530946 -3.729979 -0.59 0.25 -0.07
O 1.413473 1.151088 -4.431764 0.26 -0.66 -0.72
H -0.849005 -2.447004 3.253482 -1.03 -0.08 0.25
H -0.622903 -3.864441 2.974375 -0.43 -0.58 -0.01
O -1.340616 -3.296327 3.282126 1.33 0.24 -0.19
```
Forces are in eV/Å.

As for the net charge: 0. The calculation puts the frontier orbital gap at 9.8 eV. The energy comes out at -33769.5585 eV.

Löwdin population analysis, charges in e, atoms 1 to 8:
1. C -0.254
2. C -0.050
3. C -0.494
4. O 0.098
5. O 0.082
6. N 0.029
7. H 0.109
8. H 0.041


Which ΔE to the lowest compared entry with this formula, charge and spin belongs to each record? In order, 0.0, 0.0, 52.4 kcal/mol.